[1]
This record from the OMol25 dataset describes a structure of composition C24H24As2CsF6N6O7S2 at a distorted geometry. The level of theory is wB97M-V/def2-TZVPD.

Atoms and positions in Å:
Cs -1.681 1.607 0.462
N -2.187 -1.552 -3.038
C -2.471 -1.438 -1.717
N -1.958 -2.170 -0.797
C -0.996 -3.116 -1.150
N -0.201 -3.666 -0.290
N -0.223 -3.143 0.991
C -0.941 -3.652 1.888
C -0.932 -3.039 3.239
C -0.205 -1.862 3.476
C -0.283 -1.265 4.723
C -1.073 -1.876 5.692
C -1.742 -3.050 5.366
N -1.687 -3.634 4.168
C -0.803 -3.432 -2.574
C -0.009 -4.485 -3.025
C 0.222 -4.664 -4.375
C -0.336 -3.773 -5.297
C -1.131 -2.729 -4.874
C -1.379 -2.563 -3.510
H -2.543 -0.834 -3.658
H -3.169 -0.635 -1.453
H -1.596 -4.510 1.719
H 0.380 -1.415 2.687
H 0.248 -0.333 4.913
H -1.189 -1.439 6.675
H -2.367 -3.547 6.103
H 0.432 -5.141 -2.285
H 0.841 -5.483 -4.718
H -0.145 -3.900 -6.356
H -1.561 -2.027 -5.579
O 1.446 0.583 2.578
S 1.833 1.607 1.646
O 3.129 1.309 0.978
O 0.860 1.931 0.592
C 2.074 3.157 2.523
C 3.274 3.808 2.254
C 3.527 5.074 2.752
C 2.559 5.713 3.511
C 1.365 5.069 3.784
C 1.101 3.784 3.317
S -0.470 3.069 3.914
O -0.064 2.336 5.101
O -1.311 4.224 4.166
O -0.928 2.231 2.819
H 4.003 3.302 1.637
H 4.469 5.562 2.533
H 2.731 6.714 3.889
H 0.594 5.549 4.371
O -6.541 0.322 -0.230
C -5.378 0.611 -0.423
N -4.238 0.886 -0.616
F -1.456 1.188 -2.222
As -2.178 2.131 -3.526
F -1.323 1.068 -4.653
F -3.520 1.038 -3.643
F -2.759 3.075 -4.866
F -2.965 3.155 -2.386
F -0.743 3.140 -3.477
C 4.161 0.180 -1.513
As 2.327 0.774 -1.300
C 1.744 0.996 -3.146
C 1.378 -0.795 -0.738
H 4.162 -0.743 -2.095
H 4.576 0.012 -0.523
H 4.731 0.943 -2.040
H 1.766 0.003 -3.601
H 2.424 1.667 -3.666
H 0.733 1.392 -3.175
H 1.719 -1.629 -1.355
H 0.306 -0.666 -0.882
H 1.571 -1.006 0.311

Computed properties:
Charge = -2
Highest occupied orbital energy (alpha / beta) = -2.9 / -2.9 eV
Orbital gap (alpha / beta) = 0.239 / 0.187 Eh
E_tot = -208757.493 eV
Spin multiplicity = 2
ΔE to the lowest compared entry with this formula, charge and spin = 202.2 kJ/mol


[2]
This record from the OMol25 dataset describes a structure of composition C32H39IrN5OS2 at a distorted geometry. The level of theory is wB97M-V/def2-TZVPD.

Atoms and positions in Å:
Ir 1.925 0.014 -0.720
C -3.946 -3.535 0.813
C -3.140 -3.822 -0.469
C -3.990 -3.525 -1.718
C -2.803 -5.317 -0.477
C -1.916 -2.939 -0.484
C -0.615 -3.454 -0.506
C 0.463 -2.595 -0.512
N 0.311 -1.267 -0.498
C -0.929 -0.733 -0.481
C -2.041 -1.541 -0.472
C -0.938 0.717 -0.483
C -2.060 1.519 -0.473
C -1.944 2.913 -0.495
C -0.641 3.439 -0.526
C 0.440 2.592 -0.536
N 0.293 1.257 -0.509
C -3.130 3.843 -0.488
C -3.065 4.734 0.767
C -4.471 3.098 -0.459
C -3.105 4.708 -1.763
H -4.827 -4.174 0.836
H -4.286 -2.498 0.856
H -3.352 -3.738 1.706
H -4.873 -4.162 -1.716
H -3.430 -3.721 -2.634
H -4.329 -2.487 -1.743
H -3.727 -5.893 -0.462
H -2.239 -5.612 0.410
H -2.274 -5.610 -1.386
H -0.437 -4.519 -0.523
H 1.478 -2.974 -0.524
H -3.026 -1.096 -0.458
H -3.042 1.072 -0.452
H -0.473 4.506 -0.547
H 1.454 2.972 -0.566
H -3.025 4.136 1.680
H -3.950 5.366 0.807
H -2.196 5.395 0.755
H -4.575 2.498 0.448
H -4.601 2.477 -1.349
H -5.283 3.823 -0.456
H -2.237 5.370 -1.791
H -3.992 5.338 -1.788
H -3.090 4.093 -2.664
N 3.635 0.151 3.312
C 2.708 0.179 4.347
C 3.127 0.256 5.667
C 2.188 0.233 6.681
C 0.811 0.158 6.396
C 0.374 0.121 5.092
C 1.319 0.120 4.061
S 0.760 0.063 2.437
N 2.141 -0.051 1.528
C 3.361 -0.014 2.014
C 4.445 -0.168 1.036
C 5.757 -0.440 1.346
C 6.690 -0.572 0.314
C 6.272 -0.407 -0.994
C 4.927 -0.157 -1.232
N 4.029 -0.054 -0.238
H 4.605 0.259 3.586
H 4.181 0.331 5.907
H 2.516 0.269 7.712
H 0.088 0.131 7.202
H -0.682 0.087 4.854
H 6.086 -0.574 2.368
H 7.724 -0.804 0.536
H 6.966 -0.467 -1.821
H 4.554 -0.035 -2.240
C 1.012 -1.105 -4.994
S 1.101 0.411 -4.064
C 2.364 1.271 -4.982
O 1.830 -0.017 -2.762
H 0.601 -0.869 -5.978
H 0.334 -1.776 -4.471
H 1.999 -1.557 -5.086
H 1.946 1.564 -5.947
H 3.233 0.629 -5.122
H 2.628 2.166 -4.421

Computed properties:
Charge = +4
Highest occupied orbital energy (alpha / beta) = -19.7 / -19.9 eV
Orbital gap (alpha / beta) = 0.254 / 0.224 Eh
E_tot = -67786.526 eV
Spin multiplicity = 2
ΔE to the lowest compared entry with this formula, charge and spin = 117.4 kJ/mol


[3]
This record from the OMol25 dataset describes a cluster of 2 separate species, C31H34O5 in total at a distorted geometry. The level of theory is wB97M-V/def2-TZVPD.

Atoms and positions in Å:
C -2.036 -4.016 3.202
C -0.953 -2.988 3.518
C -1.065 -1.659 2.768
C 0.212 -0.815 2.682
C 0.420 0.453 3.447
C 1.864 0.866 3.273
O 2.417 1.896 3.624
O 2.613 -0.070 2.628
C 4.013 0.265 2.641
C 4.739 -0.564 1.619
C -0.521 1.509 2.980
O -0.246 2.678 2.706
O -1.774 1.005 2.838
C -2.860 1.933 2.569
C -3.835 1.323 1.597
H -2.000 -4.809 3.953
H -3.040 -3.584 3.218
H -1.875 -4.489 2.229
H -0.968 -2.782 4.592
H 0.039 -3.418 3.309
H -1.325 -1.866 1.720
H -1.880 -1.049 3.168
H 1.102 -1.454 2.802
H 0.235 -0.465 1.610
H 4.115 1.325 2.404
H 4.390 0.088 3.657
H 5.802 -0.335 1.726
H 4.591 -1.639 1.757
H 4.440 -0.292 0.601
H -3.333 2.161 3.527
H -2.409 2.839 2.166
H -4.668 2.008 1.479
H -3.358 1.194 0.618
H -4.219 0.358 1.949
C 2.376 -2.920 9.654
O 1.563 -3.048 8.460
C 1.415 -1.973 7.643
C 0.432 -2.068 6.620
C 0.088 -0.932 5.916
C 0.717 0.299 6.153
C 0.159 1.476 5.509
C 0.823 2.778 5.494
C -0.159 3.808 5.389
C 0.171 5.160 5.397
C 1.525 5.512 5.468
C 2.506 4.513 5.615
C 2.158 3.155 5.627
C -1.462 3.188 5.540
C -1.276 1.777 5.691
C -2.337 1.009 6.165
C -3.579 1.622 6.386
C -3.747 3.005 6.219
C -2.668 3.813 5.824
C 1.769 0.353 7.090
C 2.164 -0.780 7.787
H 2.145 -3.827 10.210
H 3.444 -2.898 9.398
H 2.115 -2.035 10.242
H -0.082 -3.016 6.482
H -0.694 -0.968 5.159
H -0.628 5.901 5.377
H 1.824 6.556 5.428
H 3.558 4.767 5.731
H 2.947 2.431 5.802
H -2.194 -0.044 6.401
H -4.415 1.003 6.726
H -4.711 3.470 6.420
H -2.726 4.901 5.773
H 2.250 1.303 7.307
H 2.980 -0.722 8.512

Computed properties:
Highest occupied orbital energy = -7.6 eV
Orbital gap = 0.235 Eh
E_tot = -42933.545 eV
ΔE to the lowest compared entry with this formula, charge and spin = 212.8 kJ/mol


[4]
This record from the OMol25 dataset describes an isolated molecule of C15H15N5OS at a distorted geometry. The level of theory is wB97M-V/def2-TZVPD.

Atoms and positions in Å:
C -5.900 -1.301 -0.053
C -4.833 -0.244 -0.016
C -5.215 1.092 0.023
C -4.273 2.101 0.059
C -2.927 1.792 0.062
C -2.529 0.461 0.025
N -1.166 0.111 0.037
C -0.075 0.915 0.005
O -0.067 2.123 -0.046
C 1.218 0.110 0.039
S 2.589 1.301 -0.005
C 3.922 0.161 0.011
N 3.671 -1.140 0.043
C 4.698 -1.988 0.054
N 5.979 -1.713 0.039
C 6.261 -0.412 0.006
N 7.481 0.195 -0.017
C 7.233 1.469 -0.044
N 5.907 1.778 -0.042
C 5.245 0.585 -0.009
C -3.477 -0.572 -0.019
C -3.017 -2.005 -0.069
H -5.830 -1.895 -0.963
H -5.818 -1.969 0.802
H -6.884 -0.839 -0.028
H -6.266 1.341 0.024
H -4.584 3.134 0.088
H -2.184 2.570 0.092
H -0.990 -0.882 0.070
H 1.309 -0.479 0.952
H 1.315 -0.550 -0.823
H 4.427 -3.035 0.081
H 7.996 2.223 -0.067
H 5.483 2.691 -0.061
H -2.468 -2.270 0.836
H -3.859 -2.683 -0.150
H -2.373 -2.177 -0.934

Computed properties:
Highest occupied orbital energy = -8.5 eV
Orbital gap = 0.332 Eh
SMILES = Cc1cccc(NC(=O)CSc2ncnc3nc[nH]c23)c1C
E_tot = -36132.937 eV
ΔE to the lowest compared entry with this formula, charge and spin = 0.0 kJ/mol


Repeat the third record exactly.
This record from the OMol25 dataset describes a cluster of 2 separate species, C31H34O5 in total at a distorted geometry. The level of theory is wB97M-V/def2-TZVPD.

Atoms and positions in Å:
C -2.036 -4.016 3.202
C -0.953 -2.988 3.518
C -1.065 -1.659 2.768
C 0.212 -0.815 2.682
C 0.420 0.453 3.447
C 1.864 0.866 3.273
O 2.417 1.896 3.624
O 2.613 -0.070 2.628
C 4.013 0.265 2.641
C 4.739 -0.564 1.619
C -0.521 1.509 2.980
O -0.246 2.678 2.706
O -1.774 1.005 2.838
C -2.860 1.933 2.569
C -3.835 1.323 1.597
H -2.000 -4.809 3.953
H -3.040 -3.584 3.218
H -1.875 -4.489 2.229
H -0.968 -2.782 4.592
H 0.039 -3.418 3.309
H -1.325 -1.866 1.720
H -1.880 -1.049 3.168
H 1.102 -1.454 2.802
H 0.235 -0.465 1.610
H 4.115 1.325 2.404
H 4.390 0.088 3.657
H 5.802 -0.335 1.726
H 4.591 -1.639 1.757
H 4.440 -0.292 0.601
H -3.333 2.161 3.527
H -2.409 2.839 2.166
H -4.668 2.008 1.479
H -3.358 1.194 0.618
H -4.219 0.358 1.949
C 2.376 -2.920 9.654
O 1.563 -3.048 8.460
C 1.415 -1.973 7.643
C 0.432 -2.068 6.620
C 0.088 -0.932 5.916
C 0.717 0.299 6.153
C 0.159 1.476 5.509
C 0.823 2.778 5.494
C -0.159 3.808 5.389
C 0.171 5.160 5.397
C 1.525 5.512 5.468
C 2.506 4.513 5.615
C 2.158 3.155 5.627
C -1.462 3.188 5.540
C -1.276 1.777 5.691
C -2.337 1.009 6.165
C -3.579 1.622 6.386
C -3.747 3.005 6.219
C -2.668 3.813 5.824
C 1.769 0.353 7.090
C 2.164 -0.780 7.787
H 2.145 -3.827 10.210
H 3.444 -2.898 9.398
H 2.115 -2.035 10.242
H -0.082 -3.016 6.482
H -0.694 -0.968 5.159
H -0.628 5.901 5.377
H 1.824 6.556 5.428
H 3.558 4.767 5.731
H 2.947 2.431 5.802
H -2.194 -0.044 6.401
H -4.415 1.003 6.726
H -4.711 3.470 6.420
H -2.726 4.901 5.773
H 2.250 1.303 7.307
H 2.980 -0.722 8.512

Computed properties:
Highest occupied orbital energy = -7.6 eV
Orbital gap = 0.235 Eh
E_tot = -42933.545 eV
ΔE to the lowest compared entry with this formula, charge and spin = 212.8 kJ/mol


Please write out number 2 again, unchanged.
This record from the OMol25 dataset describes a structure of composition C32H39IrN5OS2 at a distorted geometry. The level of theory is wB97M-V/def2-TZVPD.

Atoms and positions in Å:
Ir 1.925 0.014 -0.720
C -3.946 -3.535 0.813
C -3.140 -3.822 -0.469
C -3.990 -3.525 -1.718
C -2.803 -5.317 -0.477
C -1.916 -2.939 -0.484
C -0.615 -3.454 -0.506
C 0.463 -2.595 -0.512
N 0.311 -1.267 -0.498
C -0.929 -0.733 -0.481
C -2.041 -1.541 -0.472
C -0.938 0.717 -0.483
C -2.060 1.519 -0.473
C -1.944 2.913 -0.495
C -0.641 3.439 -0.526
C 0.440 2.592 -0.536
N 0.293 1.257 -0.509
C -3.130 3.843 -0.488
C -3.065 4.734 0.767
C -4.471 3.098 -0.459
C -3.105 4.708 -1.763
H -4.827 -4.174 0.836
H -4.286 -2.498 0.856
H -3.352 -3.738 1.706
H -4.873 -4.162 -1.716
H -3.430 -3.721 -2.634
H -4.329 -2.487 -1.743
H -3.727 -5.893 -0.462
H -2.239 -5.612 0.410
H -2.274 -5.610 -1.386
H -0.437 -4.519 -0.523
H 1.478 -2.974 -0.524
H -3.026 -1.096 -0.458
H -3.042 1.072 -0.452
H -0.473 4.506 -0.547
H 1.454 2.972 -0.566
H -3.025 4.136 1.680
H -3.950 5.366 0.807
H -2.196 5.395 0.755
H -4.575 2.498 0.448
H -4.601 2.477 -1.349
H -5.283 3.823 -0.456
H -2.237 5.370 -1.791
H -3.992 5.338 -1.788
H -3.090 4.093 -2.664
N 3.635 0.151 3.312
C 2.708 0.179 4.347
C 3.127 0.256 5.667
C 2.188 0.233 6.681
C 0.811 0.158 6.396
C 0.374 0.121 5.092
C 1.319 0.120 4.061
S 0.760 0.063 2.437
N 2.141 -0.051 1.528
C 3.361 -0.014 2.014
C 4.445 -0.168 1.036
C 5.757 -0.440 1.346
C 6.690 -0.572 0.314
C 6.272 -0.407 -0.994
C 4.927 -0.157 -1.232
N 4.029 -0.054 -0.238
H 4.605 0.259 3.586
H 4.181 0.331 5.907
H 2.516 0.269 7.712
H 0.088 0.131 7.202
H -0.682 0.087 4.854
H 6.086 -0.574 2.368
H 7.724 -0.804 0.536
H 6.966 -0.467 -1.821
H 4.554 -0.035 -2.240
C 1.012 -1.105 -4.994
S 1.101 0.411 -4.064
C 2.364 1.271 -4.982
O 1.830 -0.017 -2.762
H 0.601 -0.869 -5.978
H 0.334 -1.776 -4.471
H 1.999 -1.557 -5.086
H 1.946 1.564 -5.947
H 3.233 0.629 -5.122
H 2.628 2.166 -4.421

Computed properties:
Charge = +4
Highest occupied orbital energy (alpha / beta) = -19.7 / -19.9 eV
Orbital gap (alpha / beta) = 0.254 / 0.224 Eh
E_tot = -67786.526 eV
Spin multiplicity = 2
ΔE to the lowest compared entry with this formula, charge and spin = 117.4 kJ/mol


> Which value of E_tot does entry 2 give?

-67786.526 eV


Copy entry 4 word for word.
This record from the OMol25 dataset describes an isolated molecule of C15H15N5OS at a distorted geometry. The level of theory is wB97M-V/def2-TZVPD.

Atoms and positions in Å:
C -5.900 -1.301 -0.053
C -4.833 -0.244 -0.016
C -5.215 1.092 0.023
C -4.273 2.101 0.059
C -2.927 1.792 0.062
C -2.529 0.461 0.025
N -1.166 0.111 0.037
C -0.075 0.915 0.005
O -0.067 2.123 -0.046
C 1.218 0.110 0.039
S 2.589 1.301 -0.005
C 3.922 0.161 0.011
N 3.671 -1.140 0.043
C 4.698 -1.988 0.054
N 5.979 -1.713 0.039
C 6.261 -0.412 0.006
N 7.481 0.195 -0.017
C 7.233 1.469 -0.044
N 5.907 1.778 -0.042
C 5.245 0.585 -0.009
C -3.477 -0.572 -0.019
C -3.017 -2.005 -0.069
H -5.830 -1.895 -0.963
H -5.818 -1.969 0.802
H -6.884 -0.839 -0.028
H -6.266 1.341 0.024
H -4.584 3.134 0.088
H -2.184 2.570 0.092
H -0.990 -0.882 0.070
H 1.309 -0.479 0.952
H 1.315 -0.550 -0.823
H 4.427 -3.035 0.081
H 7.996 2.223 -0.067
H 5.483 2.691 -0.061
H -2.468 -2.270 0.836
H -3.859 -2.683 -0.150
H -2.373 -2.177 -0.934

Computed properties:
Highest occupied orbital energy = -8.5 eV
Orbital gap = 0.332 Eh
SMILES = Cc1cccc(NC(=O)CSc2ncnc3nc[nH]c23)c1C
E_tot = -36132.937 eV
ΔE to the lowest compared entry with this formula, charge and spin = 0.0 kJ/mol